Record 1
C4H9BrNS | ωB97M-V/def2-TZVPD

Geometry as ORCA input:
```
! RIJCOSX wB97M-V def2-TZVPD def2/J DEFGRID3
* xyz 1 1
C 0.78465 0.36236 0.54292
C 0.56106 1.86068 0.73765
C -1.55750 1.13569 -0.49123
C -0.55139 -1.48427 -0.46028
N -0.08171 -0.11358 -0.52609
S -1.23892 1.97304 0.99133
Br -1.34782 2.02938 -2.18250
H 1.83421 0.16950 0.30602
H 0.53036 -0.15944 1.46827
H 1.05296 2.23354 1.63275
H 0.85419 2.44595 -0.13302
H -2.45520 0.52500 -0.47143
H 0.28960 -2.18102 -0.46709
H -1.13159 -1.65227 0.44447
H -1.17247 -1.69843 -1.32857
H 0.32381 0.08041 -1.44480
*
```

Output
LUMO energy = -4.25 eV
energy = -3184.4825 Eh



Record 2
CH2N2O2S | ωB97M-V/def2-TZVPD

Geometry as ORCA input:
```
! RIJCOSX wB97M-V def2-TZVPD def2/J DEFGRID3
* xyz 0 1
O 0.60299 -2.11831 -0.51506
N -0.34693 -1.43346 -0.58582
O -1.38703 -1.66304 -1.09890
N -0.41433 -0.17006 0.13240
C 0.54999 0.65065 0.04621
S 0.42094 2.16522 0.95647
H 1.40462 0.69103 -0.51122
H -0.83025 1.87797 1.57591
*
```

Output
LUMO energy = -0.11 eV
energy = -697.3321 Eh
SMILES = O=[N+]([O-])/N=C/S



Record 3
CHNOS | ωB97M-V/def2-TZVPD

Geometry as ORCA input:
```
! RIJCOSX wB97M-V def2-TZVPD def2/J DEFGRID3
* xyz 0 1
C -0.23575 0.28469 0.69102
N -0.30719 0.06239 1.92117
O -2.87800 0.16962 0.90945
S -1.70383 1.06503 1.23818
H 0.40423 0.03848 -0.24896
*
```

Output
LUMO energy = 0.20 eV
energy = -566.7924 Eh



no.,HOMO level (hartree),Kohn-Sham gap (eV)
1,-0.5130,9.711
2,-0.3770,10.150
3,-0.3621,10.053